DFT (wB97M-V/def2-TZVPD) results for one molecule with the formula C7H10N2OS.

Positions of all 21 atoms, in Å:
C  1.017  0.508  -1.110
C  1.054  0.067  1.293
C  2.388  -0.062  -1.090
C  2.261  -0.454  1.178
C  0.416  0.574  0.168
C  -1.500  2.336  -0.874
C  -1.187  -1.853  0.097
N  2.954  -0.513  0.004
N  -2.223  -0.805  -0.057
O  -1.630  1.459  1.558
S  -1.292  1.071  0.245
H  0.597  0.876  -2.063
H  0.575  0.079  2.179
H  3.025  -0.158  -1.983
H  2.825  -0.839  1.983
H  -2.356  2.849  -0.769
H  -1.447  1.901  -1.858
H  -0.474  -1.795  -0.849
H  -0.468  -1.633  0.916
H  -1.793  -2.858  0.157
H  -2.744  -0.752  0.877

Calculated values
- charge = 0
- gap between HOMO and LUMO (alpha / beta) (hartree) = 0.2336 / 0.2453
- 2S+1 = 3
- <S²> = 2.015
- lowest unoccupied orbital energy (alpha / beta) (eV) = 0.30 / -2.24

These are the Löwdin partial charges, in e, on atoms 1 to 8: -0.031, -0.108, -0.127, -0.128, -0.355, -0.069, -0.220, 0.051